# 1
11
Properties=species:S:1:pos:R:3 method="wB97M-V/def2-TZVPD" relative_energy_ev=2.266 e_lumo_ev="-0.049 / -0.030" homo_ev="-7.490 / -7.508"
C -0.110 0.571 -0.222
C -0.555 -0.586 0.678
N -1.086 1.133 -0.926
O 1.041 0.894 -0.191
O 2.348 -1.695 0.457
S 2.796 -0.293 0.435
H 0.394 -1.150 0.784
H -0.672 -0.155 1.662
H -1.488 -0.954 0.252
H -0.838 1.693 -1.710
H -1.831 0.542 -1.220

=====

# 2
11
Properties=species:S:1:pos:R:3 method="wB97M-V/def2-TZVPD" relative_energy_ev=5.139 e_lumo_ev=0.303 homo_ev=-9.615
C -2.127 0.665 0.057
C 0.296 0.049 -0.185
H -2.973 0.197 -1.013
H -1.554 1.519 -0.439
H -2.685 0.760 1.365
H 1.409 -1.623 0.234
H 1.881 0.959 0.355
N 1.484 -0.766 -0.372
O 0.384 1.308 -0.147
O 2.435 0.183 0.312
S -1.127 -0.791 0.097

=====

What did the first record say?
11
Properties=species:S:1:pos:R:3 method="wB97M-V/def2-TZVPD" relative_energy_ev=2.266 e_lumo_ev="-0.049 / -0.030" homo_ev="-7.490 / -7.508"
C -0.110 0.571 -0.222
C -0.555 -0.586 0.678
N -1.086 1.133 -0.926
O 1.041 0.894 -0.191
O 2.348 -1.695 0.457
S 2.796 -0.293 0.435
H 0.394 -1.150 0.784
H -0.672 -0.155 1.662
H -1.488 -0.954 0.252
H -0.838 1.693 -1.710
H -1.831 0.542 -1.220